Entry 1:
Entry from the OMol25 dataset: C13H15ClNS2 as an isolated structure in a non-equilibrium geometry (wB97M-V/def2-TZVPD).

Geometry as XYZ:
```
32
Properties=species:S:1:pos:R:3:lowdin_charge:R:1
C 3.1852 3.0461 0.7193 0.01
C 2.4807 1.7807 0.9767 -0.22
C 2.4731 0.4808 0.3552 -0.13
C 1.5097 -0.2909 1.1755 -0.13
C 0.8991 0.5958 2.0854 -0.17
N 1.5159 1.8345 1.8974 0.19
C 0.1827 0.1961 3.2156 0.02
C -0.0265 -1.1717 3.3889 -0.08
C 0.3499 -2.0523 2.3666 -0.64
Cl -0.0678 -3.7153 2.5409 0.72
C 1.1232 -1.6272 1.2593 -0.01
H 3.9713 2.9250 -0.0330 0.10
H 2.4791 3.8082 0.3283 0.12
H 3.6092 3.4438 1.6715 0.12
H 3.4508 -0.0302 0.1638 0.16
H 1.2958 2.6433 2.4690 0.19
H -0.0655 0.9333 3.9759 0.13
H -0.4599 -1.5403 4.3220 0.12
H 1.3671 -2.3496 0.4707 0.12
C 0.7276 -0.0180 -4.4091 -0.26
C 2.1040 -0.5964 -4.0019 -0.43
S 2.6041 -0.6135 -2.2169 0.88
C 2.1901 0.8944 -1.5001 -0.90
S 0.6277 1.4955 -1.8751 0.87
C 0.3167 1.2993 -3.7051 -0.42
H 0.7788 0.1986 -5.4912 0.12
H -0.0435 -0.7766 -4.2088 0.12
H 2.1496 -1.6735 -4.2659 0.09
H 2.9479 -0.1088 -4.5280 0.08
H 3.0113 1.6841 -1.5052 0.07
H 0.7814 2.1977 -4.1849 0.09
H -0.7887 1.4382 -3.7894 0.09
```

* E_HOMO: -12.02 eV
* total charge: +1
* calculated total energy: -1815.408489 a.u.
* gap between HOMO and LUMO: 7.41 eV


Entry 2:
Entry from the OMol25 dataset: an isolated ion of composition C29H31N4O and charge +1 in a non-equilibrium geometry (wB97M-V/def2-TZVPD).

Geometry as XYZ:
```
65
Properties=species:S:1:pos:R:3:lowdin_charge:R:1
C 1.3814 4.5182 -0.0963 -0.01
N 1.2291 3.1097 -0.3598 -0.05
C 2.2635 2.2547 -0.6041 -0.37
O 3.4384 2.5690 -0.7007 0.10
C 1.6691 0.8656 -0.8328 -0.16
C 2.2840 -0.3276 -0.0670 -0.08
C 3.7002 -0.4987 -0.5014 -0.18
C 4.2448 -0.8308 -1.7496 -0.03
N 5.6282 -0.7219 -1.6730 0.08
C 5.9903 -0.3050 -0.3967 -0.21
C 7.2499 -0.0113 0.0729 -0.03
C 7.3431 0.5038 1.3646 -0.08
C 6.1816 0.6727 2.1515 -0.09
C 4.9060 0.4071 1.6449 -0.03
C 4.7997 -0.1336 0.3682 -0.14
N 0.2544 1.0704 -0.5636 0.02
C -0.6005 0.0037 -0.5190 -0.07
C -1.8881 -0.0263 -0.0612 -0.08
C -2.8715 -1.0503 -0.5724 -0.08
C -4.3248 -0.7970 0.0579 -0.14
C -5.2825 -1.8076 -0.1207 -0.05
C -6.6274 -1.5574 0.1368 -0.06
C -7.0553 -0.2911 0.5319 -0.07
C -6.1220 0.7113 0.7064 -0.07
C -4.7473 0.4565 0.5704 -0.02
N -2.6866 -2.6821 -0.0921 0.00
C -2.0813 -3.0623 1.0524 -0.02
C -1.8374 -4.4162 1.3180 -0.01
C -2.1897 -5.3502 0.2926 -0.01
C -2.7935 -4.9620 -0.9477 -0.02
C -2.9837 -3.5962 -1.1118 -0.06
C -0.0768 2.4944 -0.2542 -0.46
C -0.5587 2.7179 1.1904 0.00
C -1.0463 3.2120 -1.2269 0.01
H 2.3903 4.8597 -0.2975 0.10
H 0.6743 5.0728 -0.7154 0.09
H 1.1315 4.7563 0.9428 0.09
H 1.8128 0.6360 -1.9117 0.17
H 2.2784 -0.1538 1.0226 0.12
H 1.6760 -1.2377 -0.2504 0.11
H 3.7761 -1.0838 -2.6974 0.12
H 6.3162 -0.9172 -2.3899 0.16
H 8.0973 -0.2145 -0.5939 0.12
H 8.3180 0.7713 1.7632 0.10
H 6.2885 1.0187 3.1760 0.10
H 3.9932 0.6145 2.2144 0.11
H -0.2123 -0.9498 -0.9424 0.14
H -2.3602 0.8978 0.4458 0.08
H -2.7796 -1.2898 -1.6524 0.13
H -5.0269 -2.8081 -0.4909 0.10
H -7.3332 -2.3479 0.0703 0.10
H -8.1230 -0.0648 0.7154 0.12
H -6.4120 1.6940 1.0074 0.10
H -4.0628 1.2723 0.7603 0.09
H -1.7319 -2.2757 1.7355 0.15
H -1.3437 -4.7266 2.2690 0.13
H -1.9536 -6.4443 0.4304 0.13
H -3.0703 -5.6420 -1.7856 0.14
H -3.3419 -3.1980 -2.0821 0.15
H 0.2786 2.5078 1.8740 0.11
H -0.8315 3.7798 1.2694 0.09
H -1.4245 2.1000 1.4397 0.06
H -0.5646 3.3851 -2.2018 0.10
H -1.9824 2.6472 -1.3362 0.08
H -1.2670 4.2011 -0.7967 0.08
```

* E_HOMO: -9.47 eV
* total charge: +1
* calculated total energy: -1417.663474 a.u.
* ΔE to the lowest compared entry with this formula, charge and spin: 270.0 kJ/mol
* gap between HOMO and LUMO: 5.72 eV


Entry 3:
Entry from the OMol25 dataset: C33H14BF21GeN7O3RhS2Sb as an isolated structure (wB97M-V/def2-TZVPD).

Geometry as XYZ:
```
84
Properties=species:S:1:pos:R:3:lowdin_spin:R:1
Rh 1.4459 0.0514 -0.6518 1.66
B 4.5007 1.4343 0.1905 0.00
N 4.1242 -0.0045 0.6742 0.00
C 4.9109 -0.8416 1.3177 0.07
C 4.1706 -1.9631 1.7352 0.04
C 2.9093 -1.7222 1.2839 0.03
N 2.8672 -0.5103 0.6469 0.09
N 3.9257 1.6641 -1.2484 0.00
C 4.5071 2.3870 -2.1999 0.02
C 3.6820 2.4257 -3.3187 0.00
C 2.5810 1.6769 -2.9651 0.01
N 2.7378 1.2196 -1.7056 0.03
H 5.6987 1.4772 0.1180 0.00
H 4.0591 2.2560 0.9643 0.00
H 5.9561 -0.6078 1.4385 0.00
H 4.5296 -2.8368 2.2489 0.00
H 2.0435 -2.3596 1.3272 0.01
H 5.4724 2.8309 -2.0202 0.00
H 3.8672 2.9131 -4.2589 0.00
H 1.7048 1.4335 -3.5383 0.00
F -2.5282 1.1537 1.0853 0.01
C -3.1529 0.3408 1.9558 0.00
C -2.3984 -0.4942 2.7643 0.00
C -3.0875 -1.3267 3.6292 0.00
F -2.4338 -2.1359 4.4678 0.00
C -4.4679 -1.3297 3.6897 0.00
F -5.1082 -2.1275 4.5360 0.00
C -5.1886 -0.4812 2.8663 0.00
F -6.5108 -0.4760 2.9239 0.00
C -4.5323 0.3677 1.9906 0.00
F -5.2254 1.1846 1.2063 0.00
Ge -0.4807 -0.4250 2.5227 0.05
S -0.2536 -1.0798 0.3789 0.72
C 0.0474 1.3918 2.9701 0.00
C 0.7148 2.3196 2.1953 0.00
F 1.0996 2.0375 0.9317 0.04
C 1.0185 3.5919 2.6416 0.00
F 1.6501 4.4558 1.8575 0.00
C 0.6492 3.9593 3.9233 0.00
F 0.9326 5.1715 4.3729 0.00
C -0.0158 3.0576 4.7367 0.00
F -0.3605 3.4047 5.9708 0.00
C -0.3031 1.7999 4.2478 0.00
F -0.9174 0.9379 5.0716 0.00
C 0.5013 -1.7097 3.5673 0.02
C 1.4998 -1.4069 4.4796 0.00
F 1.8745 -0.1455 4.7071 0.00
C 2.1534 -2.3993 5.1882 0.00
F 3.1046 -2.0928 6.0628 0.00
C 1.8151 -3.7249 4.9765 0.00
F 2.4360 -4.6785 5.6517 0.00
C 0.8341 -4.0621 4.0571 0.00
F 0.5217 -5.3336 3.8544 0.00
C 0.2054 -3.0502 3.3661 0.00
F -0.7205 -3.3853 2.4588 0.01
O -6.2542 -1.4867 -6.4768 0.20
S -5.2130 -0.9303 -7.3196 0.10
O -3.9659 -1.6296 -7.3806 0.06
O -5.6051 -0.1364 -8.4481 0.10
C -4.8485 0.5821 -5.9261 0.28
N -5.7255 1.5397 -5.9669 0.18
C -5.3989 2.4940 -5.0634 0.05
C -4.3018 2.4105 -4.2379 0.07
C -3.4589 1.2799 -4.3206 0.11
N -3.8240 0.3347 -5.2368 0.20
C -2.2982 1.0471 -3.5359 0.19
C -1.8327 1.9696 -2.5531 0.05
C -0.7312 1.6954 -1.8174 0.09
N -0.0048 0.5397 -1.9813 0.22
C -0.4324 -0.3746 -2.9281 0.09
C -1.5238 -0.1432 -3.6951 0.06
H -6.0693 3.3441 -5.0204 0.00
H -4.1072 3.1994 -3.5272 0.01
H -2.3355 2.9099 -2.3769 0.00
H -0.3653 2.3947 -1.0767 0.01
H 0.1582 -1.2737 -3.0358 0.00
H -1.8107 -0.8732 -4.4396 0.00
F 1.9771 -1.8157 -1.5911 0.08
Sb 3.0360 -3.3800 -2.1832 0.01
F 4.4914 -2.5217 -1.3652 0.00
F 2.5830 -4.1071 -0.5037 0.00
F 4.0299 -4.8625 -2.7031 0.00
F 1.4237 -4.0229 -2.8782 0.00
F 3.3413 -2.4167 -3.7554 0.00
```

* E_HOMO (alpha / beta): -6.53 / -9.73 eV
* multiplicity: 6
* total charge: 0
* calculated total energy: -7220.993910 a.u.
* ΔE to the lowest compared entry with this formula, charge and spin: 0.0 kJ/mol
* gap between HOMO and LUMO (alpha / beta): 4.76 / 4.90 eV


Entry 4:
Entry from the OMol25 dataset: one molecule with the formula C2H3OPS in a non-equilibrium geometry (wB97M-V/def2-TZVPD).

Geometry as XYZ:
```
8
Properties=species:S:1:pos:R:3:lowdin_charge:R:1
C 0.8293 1.1454 -0.0836 -0.09
C -0.1926 -0.6491 -1.1960 -0.55
O -0.1350 1.0606 0.8558 -0.67
P -0.3885 -0.1793 1.8529 0.79
S -0.7431 -1.7011 -0.2062 0.66
H 0.3784 1.9330 -0.7123 0.00
H -0.5185 -0.7721 -2.2707 0.02
H 0.7700 -0.8373 1.7601 -0.16
```

* E_HOMO: -8.06 eV
* total charge: 0
* calculated total energy: -892.567738 a.u.
* ΔE to the lowest compared entry with this formula, charge and spin: 514.3 kJ/mol
* gap between HOMO and LUMO: 7.31 eV


Entry 5:
Entry from the OMol25 dataset: one molecule with the formula C5H8O2 in a non-equilibrium geometry (wB97M-V/def2-TZVPD).

Geometry as XYZ:
```
15
Properties=species:S:1:pos:R:3:lowdin_charge:R:1
C -0.0713 0.4269 1.7711 -0.08
C -1.1427 -0.0702 0.8586 -0.13
C -1.0270 -0.3025 -0.4456 -0.06
C 0.1559 0.3099 -1.4089 -0.32
O 0.8811 1.3639 -0.9422 0.00
C 0.8345 -0.9860 -1.1307 -0.26
O 1.8695 -0.9702 -0.4604 0.01
H 0.8518 -0.1344 1.6250 0.07
H 0.1454 1.4753 1.5579 0.09
H -0.3770 0.3422 2.8109 0.07
H -2.1035 -0.2782 1.3159 0.10
H -1.8656 -0.6882 -1.0090 0.10
H -0.2704 0.4607 -2.4007 0.15
H 1.6406 0.9246 -0.4683 0.11
H 0.4789 -1.8736 -1.6734 0.14
```

* E_HOMO: -9.46 eV
* total charge: 0
* calculated total energy: -345.730113 a.u.
* ΔE to the lowest compared entry with this formula, charge and spin: 196.5 kJ/mol
* gap between HOMO and LUMO: 10.25 eV


Entry 6:
Entry from the OMol25 dataset: one molecule with the formula C8H6O3 in a non-equilibrium geometry (wB97M-V/def2-TZVPD).

Geometry as XYZ:
```
17
Properties=species:S:1:pos:R:3:lowdin_charge:R:1
O -3.1527 -0.1707 -0.8479 0.06
C -2.1573 -0.0506 -0.1356 -0.32
C -2.3287 -0.0799 1.4301 -0.03
O -0.9791 0.3841 1.9216 -0.05
C -0.0596 0.1908 0.8959 -0.24
C 1.2812 0.2567 1.0543 0.09
C 1.9647 0.1182 -0.1861 -0.24
O 3.4009 -0.0884 -0.1464 -0.04
C 1.4175 -0.0102 -1.4573 -0.07
C 0.0524 -0.1413 -1.5506 0.02
C -0.6919 0.0184 -0.3314 -0.10
H -3.2254 0.4834 2.0518 0.18
H -2.4239 -1.2559 1.6412 0.16
H 1.8678 0.4869 1.9005 0.12
H 3.5027 0.0286 -1.2558 0.19
H 1.9741 -0.1020 -2.3763 0.11
H -0.4426 -0.0681 -2.6080 0.16
```

* E_HOMO: -9.11 eV
* total charge: 0
* calculated total energy: -534.092907 a.u.
* ΔE to the lowest compared entry with this formula, charge and spin: 208.9 kJ/mol
* gap between HOMO and LUMO: 8.96 eV


Q: What is the formula in the sixth record?
A: C8H6O3


Q: total charge of number 6 (C8H6O3)?
A: 0